The following is a quantum chemistry calculation of one molecule with the formula C7H12N2O2S at a distorted geometry, from the OMol25 dataset.

The geometry in XYZ format:
```
24
C7H12N2O2S | the OMol25 dataset | the ωB97M-V functional and the def2-TZVPD basis
C -0.40 1.67 -1.48
C 0.68 1.41 -0.59
C -2.05 0.11 -0.90
C -0.02 -0.76 0.33
C 2.29 2.19 0.93
C -3.31 -0.21 0.98
C 1.85 -2.28 -1.07
N -1.25 0.59 -1.75
N 0.77 0.24 -0.01
O 1.52 2.45 -0.20
O -2.47 0.65 0.25
S 0.55 -2.44 0.28
H -0.02 2.22 -2.36
H -2.43 -0.91 -1.05
H -0.72 -0.44 1.08
H 1.77 1.44 1.57
H 2.37 3.00 1.63
H 3.21 1.95 0.67
H -2.64 -0.78 1.62
H -3.97 -0.82 0.35
H -3.96 0.40 1.70
H 1.58 -3.02 -1.78
H 2.88 -2.43 -0.67
H 1.59 -1.21 -1.35
```

The calculation puts the highest occupied orbital energy (alpha / beta) at -6.9 / -6.9 eV. Its energy above the lowest of the compared OMol25 structures with the same formula, charge and spin is 138.57 kcal per mole. As for the orbital gap (alpha / beta): 7.25 / 7.24 eV. As for the SMILES: CO\C=N/C=C(\N=C\SC)OC.


The following is a quantum chemistry calculation of C9H7DyNO4S as an isolated structure at a distorted geometry, from the OMol25 dataset.

The geometry in XYZ format:
```
23
C9H7DyNO4S | the OMol25 dataset | the ωB97M-V functional and the def2-TZVPD basis
Dy -0.22 0.20 -0.17
O -2.82 -0.12 -2.73
C -2.07 -0.10 -1.85
C 1.85 0.25 1.38
O 2.83 0.59 1.90
C -1.10 2.42 0.59
O -1.38 3.54 0.74
C 0.86 -1.83 -1.13
O 1.44 -2.73 -1.57
C 1.30 2.01 -3.21
H 1.22 1.10 -3.83
H 0.47 2.74 -3.18
C 2.30 2.12 -2.32
H 2.25 2.91 -1.55
H 3.00 1.27 -2.21
S -0.51 -3.06 3.14
C -1.92 -1.98 3.33
C -1.98 -1.07 2.30
N -0.98 -1.27 1.33
C -0.08 -2.23 1.70
H -2.63 -2.07 4.13
H -2.64 -0.23 2.12
H 0.80 -2.46 1.09
```

Its multiplicity is 6. Its net charge is +3. The calculation puts the highest occupied orbital energy (alpha / beta) at -20.2 / -20.2 eV. Its energy above the lowest of the compared OMol25 structures with the same formula, charge and spin is 0.77 kcal per mole. As for the orbital gap (alpha / beta): 6.18 / 6.45 eV. Its expectation value of S² is 9.33.


The following is a quantum chemistry calculation of one molecule with the formula C16H15FN4S, from the OMol25 dataset.

The geometry in XYZ format:
```
37
C16H15FN4S | the OMol25 dataset | the ωB97M-V functional and the def2-TZVPD basis
F -1.89 4.68 -0.83
C -1.69 3.45 -0.28
C -2.56 2.42 -0.59
C -2.35 1.17 -0.04
C -1.28 0.95 0.82
C -0.42 2.01 1.12
C -0.62 3.26 0.57
H 0.04 4.08 0.80
H 0.41 1.85 1.79
N -1.06 -0.27 1.44
H -0.11 -0.37 1.79
C -1.70 -1.48 1.01
C -1.40 -1.86 -0.41
N -2.27 -1.83 -1.37
N -1.61 -2.21 -2.48
C -0.31 -2.49 -2.23
S 0.85 -3.00 -3.27
N -0.17 -2.26 -0.87
C 1.06 -2.42 -0.16
C 1.73 -1.10 0.16
C 1.77 -0.09 -0.79
C 2.40 1.11 -0.50
C 2.99 1.30 0.73
C 2.95 0.30 1.68
C 2.32 -0.90 1.40
H 2.29 -1.68 2.15
H 3.41 0.45 2.65
H 3.49 2.24 0.95
H 2.43 1.89 -1.25
H 1.33 -0.24 -1.76
H 0.88 -2.99 0.75
H 1.72 -3.00 -0.82
H -2.08 -2.27 -3.37
H -2.78 -1.38 1.10
H -1.37 -2.29 1.67
H -3.02 0.37 -0.30
H -3.38 2.60 -1.27
```

The calculation puts the highest occupied orbital energy at -8.0 eV. As for the orbital gap: 8.57 eV. As for the SMILES: Fc1ccc(NCc2n[nH]c(=S)n2Cc2ccccc2)cc1.


The following is a quantum chemistry calculation of a 2-piece molecular cluster, C3H6N2S2 overall at a distorted geometry, from the OMol25 dataset.

The geometry in XYZ format:
```
13
C3H6N2S2 | the OMol25 dataset | the ωB97M-V functional and the def2-TZVPD basis
C 1.96 -0.70 -0.49
C -4.30 -0.12 -0.36
C 2.79 -1.67 -1.19
N 0.75 -0.88 -0.53
N -0.38 -1.03 -0.69
S -4.26 -1.67 0.12
S -3.65 1.27 0.50
H 2.44 0.14 -0.01
H -4.60 0.26 -1.33
H 3.28 -2.58 -0.50
H 3.60 -1.22 -1.63
H 2.26 -2.21 -1.98
H -3.85 0.80 1.76
```

Its multiplicity is 3. The calculation puts the highest occupied orbital energy (alpha / beta) at -6.6 / -8.2 eV. Its energy above the lowest of the compared OMol25 structures with the same formula, charge and spin is 47.15 kcal per mole. As for the orbital gap (alpha / beta): 7.45 / 5.73 eV. Its expectation value of S² is 2.01.


The following is a quantum chemistry calculation of C18H24CaN2O4S6Sb2 as an isolated structure, from the OMol25 dataset.

The geometry in XYZ format:
```
57
C18H24CaN2O4S6Sb2 | the OMol25 dataset | the ωB97M-V functional and the def2-TZVPD basis
Ca 0.18 -1.49 -0.86
O 2.08 1.60 -2.99
C 1.59 0.63 -2.41
O 0.35 0.34 -2.28
C 2.49 -0.39 -1.66
O 3.23 -1.15 -2.32
O 2.26 -0.48 -0.42
C -3.37 -0.73 4.06
Sb -2.10 0.21 2.59
C -0.38 -0.95 3.15
C -1.48 1.86 3.94
C -1.97 3.18 3.44
C -3.28 3.57 3.75
C -3.84 4.73 3.25
C -3.08 5.55 2.41
C -1.78 5.18 2.11
C -1.20 4.01 2.61
C 0.22 3.70 2.23
Sb 0.44 2.25 0.59
C 2.46 2.86 0.20
C -0.44 3.53 -0.89
H -4.27 -0.13 4.22
H -2.84 -0.86 5.00
H -3.68 -1.71 3.67
H -0.18 -0.79 4.21
H 0.50 -0.63 2.58
H -0.56 -2.00 2.96
H -0.40 1.81 4.01
H -1.90 1.62 4.92
H -3.87 2.92 4.39
H -4.86 5.00 3.50
H -3.50 6.46 2.01
H -1.18 5.82 1.47
H 0.78 3.29 3.08
H 0.73 4.60 1.90
H 2.53 3.95 0.21
H 2.74 2.49 -0.79
H 3.12 2.43 0.94
H -0.01 4.53 -0.83
H -1.52 3.58 -0.74
H -0.23 3.08 -1.86
S -3.49 -7.33 2.65
C -2.69 -6.06 1.91
S -1.00 -6.01 1.64
C -0.88 -4.44 0.86
C -2.06 -3.79 0.71
S -2.40 -2.21 0.03
S -3.46 -4.65 1.33
S 0.73 -3.93 0.44
N 1.55 -2.16 -4.67
C 0.98 -2.99 -3.76
N 1.83 -3.59 -2.90
S -0.67 -3.27 -3.72
H 2.36 -1.63 -4.31
H 0.86 -1.58 -5.13
H 2.71 -3.13 -2.72
H 1.41 -4.07 -2.11
```

Its net charge is -2. The calculation puts the highest occupied orbital energy at -1.8 eV. Its energy above the lowest of the compared OMol25 structures with the same formula, charge and spin is 7.84 kcal per mole. As for the orbital gap: 6.06 eV.


The following is a quantum chemistry calculation of C10H12O3 as an isolated structure at a distorted geometry, from the OMol25 dataset.

The geometry in XYZ format:
```
25
C10H12O3 | the OMol25 dataset | the ωB97M-V functional and the def2-TZVPD basis
C -1.47 0.46 0.90
C -0.34 1.49 0.04
C -0.40 2.89 0.54
C 1.14 -0.35 0.09
C 1.68 -1.21 1.14
C 1.79 -2.54 1.13
C 1.27 -3.02 -0.19
C 0.45 -2.32 -1.10
C 0.52 -0.88 -1.06
C -0.58 1.28 -1.46
H -0.88 0.11 1.99
H -2.70 0.76 1.30
H -1.44 -0.66 0.44
H -1.57 3.53 0.65
H 0.09 3.78 -0.43
H 0.16 3.04 1.69
H 1.93 -0.67 2.14
H 2.45 -3.12 1.76
H 1.26 -4.22 -0.17
H 0.06 -2.84 -1.89
H 0.35 1.52 -2.07
H -2.50 0.78 -2.10
O 0.91 0.90 0.45
O -0.49 -0.27 -1.52
O -1.70 1.56 -2.26
```

The calculation puts the highest occupied orbital energy at -7.9 eV. Its energy above the lowest of the compared OMol25 structures with the same formula, charge and spin is 199.66 kcal per mole. As for the orbital gap: 8.44 eV.


The following is a quantum chemistry calculation of one molecule with the formula C7H8N2 at a distorted geometry, from the OMol25 dataset.

The geometry in XYZ format:
```
17
C7H8N2 | the OMol25 dataset | the ωB97M-V functional and the def2-TZVPD basis
C 4.05 -0.01 0.08
C 2.58 0.12 -0.04
C 1.35 0.00 -0.11
C -0.02 0.07 -0.36
C -0.78 1.21 0.26
C -2.25 0.99 -0.05
C -0.75 -1.20 0.01
H 4.64 0.75 -0.32
H 4.31 -0.12 1.13
H 4.27 -1.06 -0.28
H -0.22 0.07 -1.46
H -0.62 2.18 -0.16
H -0.55 1.22 1.30
H -2.94 1.87 -0.24
H -0.09 -2.11 -0.03
N -2.80 -0.18 -0.05
N -2.04 -1.23 0.24
```

The calculation puts the highest occupied orbital energy at -8.9 eV. Its energy above the lowest of the compared OMol25 structures with the same formula, charge and spin is 80.31 kcal per mole. As for the orbital gap: 9.35 eV. As for the SMILES: CC#C[C@H]1C=NN=CC1.


The following is a quantum chemistry calculation of a 2-piece molecular cluster, C4H8NO2 overall at a distorted geometry, from the OMol25 dataset.

The geometry in XYZ format:
```
15
C4H8NO2 | the OMol25 dataset | the ωB97M-V functional and the def2-TZVPD basis
C -0.86 -1.57 0.27
C 1.12 0.18 0.69
C -0.18 0.99 0.75
C 0.00 -0.50 0.13
N -0.37 2.17 0.11
O -1.15 -2.44 -0.48
O 0.36 -0.94 -1.96
H -1.34 -1.56 1.36
H 1.60 0.85 -0.03
H 1.64 -0.13 1.62
H -0.97 0.81 1.35
H -1.27 2.44 0.00
H -0.27 -1.65 -1.69
H 0.38 2.54 -0.41
H 1.30 -1.18 -1.70
```

Its net charge is +1. The calculation puts the highest occupied orbital energy at -14.2 eV. Its energy above the lowest of the compared OMol25 structures with the same formula, charge and spin is 126.05 kcal per mole. As for the orbital gap: 8.06 eV.


Number 1: calculated total energy -931.9341 Eh. Number 2: calculated total energy -1984.8844 Eh. Number 3: calculated total energy -1335.8042 Eh. Number 4: calculated total energy -1023.5937 Eh. Number 5: calculated total energy -4658.2914 Eh. Number 6: calculated total energy -613.6778 Eh. Number 7: calculated total energy -380.8957 Eh. Number 8: calculated total energy -362.0126 Eh.